Density functional theory data (ωB97M-V with the def2-TZVPD basis set) for 5 unconnected molecules or ions with the total composition C31H67NO14P.

Positions of all 114 atoms, in Å:
C (-3.656, -4.258, 5.656)
C (-2.568, -3.288, 5.209)
O (-2.938, -1.948, 5.554)
C (-2.250, -1.442, 6.675)
C (-0.831, -0.917, 6.361)
O (-0.475, -1.153, 5.028)
C (0.871, -0.746, 4.831)
C (1.368, -0.905, 3.379)
O (0.498, -1.595, 2.524)
C (1.171, -2.418, 1.558)
P (0.407, -4.196, 1.343)
C (-0.317, -5.968, 1.232)
C (0.444, -6.959, 0.361)
N (1.678, -7.496, 1.015)
O (0.833, -4.116, -0.358)
C (-0.152, -3.593, -1.176)
C (-1.472, -3.608, -0.386)
C (-2.495, -2.569, -0.825)
C (-3.940, -3.048, -0.984)
C (-4.618, -3.629, 0.242)
O (-4.014, -4.829, 0.700)
C (-4.796, -5.973, 0.495)
O (-1.165, -3.506, 0.965)
H (-3.735, -4.225, 6.742)
H (-4.596, -3.947, 5.208)
H (-3.380, -5.256, 5.322)
H (-2.455, -3.321, 4.127)
H (-1.618, -3.551, 5.671)
H (-2.854, -0.637, 7.098)
H (-2.185, -2.217, 7.449)
H (-0.805, 0.159, 6.587)
H (-0.111, -1.416, 7.023)
H (1.518, -1.317, 5.506)
H (0.952, 0.312, 5.095)
H (2.345, -1.382, 3.447)
H (1.532, 0.108, 2.985)
H (2.210, -2.584, 1.846)
H (1.179, -1.921, 0.578)
H (1.728, -4.763, 1.552)
H (0.108, -4.159, 2.764)
H (-0.292, -6.368, 2.249)
H (-1.369, -5.969, 0.937)
H (0.697, -6.531, -0.608)
H (-0.218, -7.810, 0.152)
H (1.587, -8.506, 1.057)
H (2.463, -7.335, 0.392)
H (0.083, -2.568, -1.507)
H (-0.315, -4.201, -2.077)
H (-1.917, -4.591, -0.620)
H (-2.184, -2.214, -1.815)
H (-2.439, -1.693, -0.177)
H (-4.528, -2.168, -1.271)
H (-4.019, -3.735, -1.829)
H (-5.661, -3.846, -0.028)
H (-4.668, -2.905, 1.058)
H (-4.214, -6.823, 0.851)
H (-5.729, -5.926, 1.069)
H (-5.027, -6.145, -0.564)
O (3.075, 1.561, 5.077)
C (2.993, 2.470, 5.852)
O (2.961, 2.197, 7.176)
C (3.011, 3.206, 8.182)
C (1.638, 3.772, 8.484)
C (2.836, 3.900, 5.383)
H (3.729, 3.983, 7.915)
H (3.404, 2.703, 9.064)
H (1.207, 4.268, 7.615)
H (1.694, 4.494, 9.300)
H (0.959, 2.970, 8.772)
H (1.784, 4.078, 5.164)
H (3.409, 4.018, 4.467)
H (3.185, 4.647, 6.092)
O (-0.368, -0.828, -3.867)
C (-0.267, 0.137, -3.160)
O (-1.270, 0.445, -2.323)
C (-1.183, 1.467, -1.329)
C (-1.475, 2.834, -1.913)
C (0.924, 1.065, -3.254)
H (-0.216, 1.434, -0.825)
H (-1.930, 1.198, -0.584)
H (-0.748, 3.103, -2.675)
H (-1.459, 3.596, -1.132)
H (-2.453, 2.842, -2.393)
H (0.744, 1.768, -4.068)
H (1.801, 0.465, -3.483)
H (1.130, 1.621, -2.342)
O (-1.239, 3.544, -5.124)
C (-0.658, 4.558, -5.402)
O (0.063, 5.167, -4.437)
C (0.955, 6.257, -4.687)
C (0.229, 7.586, -4.702)
C (-0.760, 5.194, -6.766)
H (1.529, 6.095, -5.600)
H (1.662, 6.236, -3.859)
H (-0.500, 7.634, -5.511)
H (0.938, 8.405, -4.829)
H (-0.311, 7.730, -3.766)
H (-1.663, 5.804, -6.804)
H (-0.841, 4.398, -7.503)
H (0.102, 5.797, -7.036)
O (2.172, 6.310, -7.980)
C (2.802, 5.314, -8.231)
O (2.141, 4.149, -8.307)
C (2.744, 2.917, -8.722)
C (3.417, 2.203, -7.570)
C (4.305, 5.337, -8.369)
H (3.420, 3.086, -9.562)
H (1.918, 2.316, -9.098)
H (4.239, 2.788, -7.156)
H (3.811, 1.241, -7.898)
H (2.702, 2.029, -6.766)
H (4.744, 5.281, -7.374)
H (4.589, 6.281, -8.825)
H (4.709, 4.535, -8.982)

Gap between HOMO and LUMO in eV: 4.801
Spin multiplicity: 1
Relative energy (zero: lowest compared OMol25 entry of this formula, charge and spin) in kcal per mole: 0.0
Maximum force in eV/Å: 0.9
HOMO energy in eV: -3.21
Total charge: -1